Run w
The molecule CH3FN2O, computed with ωB97M-V with the def2-TZVPD basis set.

Summary:
frontier orbital gap: 9.74 eV
HOMO energy: -9.5912 eV
molar mass: 78.05 g/mol
SMILES: [H]/N=N/[C@H](O)F

Positions of all 8 atoms, in Å:
C: -0.164 -0.452 -0.261
N: 0.140 1.780 0.267
N: 0.112 0.644 0.771
O: -0.240 -1.654 0.294
F: 0.456 -0.622 -1.523
H: -1.080 -0.073 -0.645
H: 0.195 2.587 0.998
H: 0.582 -2.210 0.099

Results of the Mulliken charge analysis, in e, for atoms 1 through 4: 0.458 -0.385 -0.018 -0.457


Run x
The molecule CH3FN2O, computed with ωB97M-V with the def2-TZVPD basis set.

Summary:
frontier orbital gap: 11.09 eV
HOMO energy: -10.3602 eV
molar mass: 78.05 g/mol
SMILES: NC(=O)NF

Positions of all 8 atoms, in Å:
C: -0.649 -0.230 0.921
N: 0.068 -0.737 -0.176
N: -0.831 1.222 0.931
O: -1.117 -0.914 1.810
F: -1.624 1.680 1.979
H: -0.150 -0.193 -0.959
H: 0.050 -1.764 -0.180
H: 0.052 1.643 0.733

Results of the Mulliken charge analysis, in e, for atoms 1 through 4: 0.529 -0.464 -0.180 -0.523


Run y
A structure of composition CH3FN2O, computed with ωB97M-V with the def2-TZVPD basis set.

Summary:
frontier orbital gap: 8.85 eV
HOMO energy: -8.5659 eV
molar mass: 78.05 g/mol

Positions of all 8 atoms, in Å:
C: -0.123 -0.187 0.085
N: 1.149 -0.677 0.095
N: -0.646 1.020 0.051
O: -1.299 -1.564 0.055
F: -1.907 1.181 0.039
H: 1.854 -0.070 -0.201
H: 1.198 -1.652 0.000
H: -0.226 1.950 -0.124

Results of the Mulliken charge analysis, in e, for atoms 1 through 4: 0.454 -0.366 -0.077 -0.640


Top of the stability list: run x, leading by 0.0213 hartree.


Run w
The ion C7H13N2 with charge +1, computed with ωB97M-V with the def2-TZVPD basis set.

Summary:
frontier orbital gap: 9.12 eV
HOMO energy: -13.3319 eV
charge: +1
molar mass: 125.19 g/mol
SMILES: [H]/N=C(/C)CC1=[NH+]CCC1

Positions of all 22 atoms, in Å:
C: 0.128 0.065 2.380
C: -0.615 0.464 -2.546
C: -0.891 -0.400 -1.302
C: 0.493 -0.734 0.915
C: 0.905 0.683 -2.522
C: 0.341 -0.263 -0.486
C: -1.190 -0.308 2.920
N: 0.917 0.819 2.934
N: 1.271 0.339 -1.161
H: -0.938 -0.021 -3.463
H: -1.138 1.416 -2.466
H: -1.782 -0.090 -0.754
H: -1.029 -1.454 -1.559
H: -0.115 -1.632 1.022
H: 1.544 -0.984 1.085
H: 1.433 0.022 -3.216
H: 1.194 1.712 -2.741
H: -1.974 -0.186 2.175
H: -1.405 0.311 3.788
H: -1.180 -1.353 3.234
H: 1.825 1.069 2.577
H: 2.204 0.525 -0.814

Results of the Mulliken charge analysis, in e, for atoms 1 through 4: 0.898 -0.545 -0.355 -1.422


Run x
The ion C7H13N2 with charge +1, computed with ωB97M-V with the def2-TZVPD basis set.

Summary:
frontier orbital gap (alpha / beta): 7.75 / 7.89 eV
HOMO energy (alpha / beta): -11.5224 / -11.6924 eV
charge: +1
molar mass: 125.19 g/mol

Positions of all 22 atoms, in Å:
C: 0.475 0.873 -1.358
C: -0.088 -1.469 -0.669
C: 0.750 1.436 -0.152
C: 0.075 -0.534 -1.593
C: -0.101 -0.147 1.516
C: -0.234 -0.804 -3.042
C: -1.403 0.599 1.622
N: 0.245 -0.918 2.601
N: 1.036 0.668 1.017
H: 0.253 1.592 -2.143
H: -0.402 -2.541 -0.494
H: 1.053 2.500 -0.122
H: -0.142 -1.846 -3.524
H: 0.538 -0.244 -3.656
H: -1.165 -0.319 -3.210
H: -1.222 1.422 2.265
H: -2.152 -0.085 1.863
H: -1.471 1.001 0.621
H: -0.391 -1.287 3.292
H: 1.191 -1.246 2.412
H: 1.886 -0.001 0.978
H: 1.271 1.351 1.777

Results of the Mulliken charge analysis, in e, for atoms 1 through 4: -0.098 -0.542 -0.881 0.849


Top of the stability list: run w, leading by 0.1717 hartree.


Run w
The ion C7H13N2 with charge +1, computed with ωB97M-V with the def2-TZVPD basis set.

Summary:
frontier orbital gap: 8.51 eV
HOMO energy: -13.2153 eV
charge: +1
molar mass: 125.19 g/mol
SMILES: C=C(C)C/[NH+]=C1/C[C@@H]1N

Positions of all 22 atoms, in Å:
C: -2.709 -0.558 -0.276
C: 2.310 0.654 0.837
C: 0.950 -1.265 0.425
C: -1.885 0.201 0.923
C: -1.335 -0.943 0.191
C: 1.702 -0.122 0.006
C: 1.695 0.289 -1.493
N: -0.268 -1.432 -0.386
N: -1.456 1.560 0.631
H: -3.488 -1.252 0.031
H: -2.639 -0.170 -1.314
H: 2.384 0.276 1.884
H: 2.752 1.526 0.512
H: 1.524 -2.177 0.357
H: 0.673 -1.150 1.527
H: -2.345 0.187 1.964
H: 1.244 -0.497 -2.091
H: 2.609 0.476 -1.935
H: 1.123 1.208 -1.822
H: -0.315 -2.020 -1.226
H: -1.330 2.118 1.454
H: -1.160 1.957 -0.219

Results of the Mulliken charge analysis, in e, for atoms 1 through 4: -0.712 -1.099 -0.763 0.077


Run x
A structure of composition C7H13N2, computed with ωB97M-V with the def2-TZVPD basis set.

Summary:
frontier orbital gap: 11.26 eV
HOMO energy: -14.1844 eV
charge: +1
molar mass: 125.19 g/mol

Positions of all 22 atoms, in Å:
C: 1.531 -0.856 0.119
C: 0.214 1.773 -0.360
C: 1.614 1.540 0.103
C: -0.190 -0.448 0.900
C: -0.713 0.838 0.421
C: -1.137 -0.368 -0.287
C: -2.543 -1.019 -0.209
N: 2.171 0.227 -0.172
N: 1.800 -2.140 0.052
H: 0.008 2.870 -0.266
H: 0.062 1.650 -1.417
H: 2.356 2.116 -0.501
H: 1.721 1.576 1.192
H: -0.155 -1.038 1.826
H: -1.288 1.521 1.117
H: -0.652 -0.360 -1.334
H: -2.578 -1.812 -0.839
H: -3.322 -0.235 -0.525
H: -2.821 -1.483 0.821
H: 3.042 0.106 -0.784
H: 1.038 -2.648 0.404
H: 2.604 -2.534 -0.395

Results of the Mulliken charge analysis, in e, for atoms 1 through 4: 0.403 -0.912 -0.547 -0.697


Top of the stability list: run x, leading by 0.0446 hartree.


Run w
The ion C7H13N2 with charge +1, computed with ωB97M-V with the def2-TZVPD basis set.

Summary:
frontier orbital gap: 8.87 eV
HOMO energy: -12.2514 eV
charge: +1
molar mass: 125.19 g/mol

Positions of all 22 atoms, in Å:
C: 2.324 -1.133 -0.679
C: -1.145 -1.656 0.019
C: -0.581 0.280 1.204
C: 1.805 -0.790 0.722
C: 0.754 -0.950 -0.438
C: 0.757 0.295 0.357
C: -2.397 0.323 -0.428
N: -1.608 -0.446 0.434
N: 1.162 1.632 -0.117
H: 2.863 -0.427 -1.258
H: 2.770 -2.202 -0.755
H: -1.567 -2.015 -0.901
H: -0.913 -2.440 0.668
H: -0.337 -0.204 2.123
H: -0.971 1.327 1.475
H: 1.890 -1.177 1.654
H: -3.446 -0.219 -0.625
H: -2.706 1.381 -0.118
H: -2.059 0.192 -1.410
H: 1.916 1.372 -0.718
H: 1.439 2.227 0.745
H: 0.409 2.016 -0.641

Results of the Mulliken charge analysis, in e, for atoms 1 through 4: -0.692 -0.554 -1.149 -0.399


Run x
The ion C7H13N2 with charge +1, computed with ωB97M-V with the def2-TZVPD basis set.

Summary:
frontier orbital gap: 10.20 eV
HOMO energy: -14.2607 eV
charge: +1
molar mass: 125.19 g/mol
SMILES: [H]/N=C(\C)[C@@H](C)[N+]#CCC

Positions of all 22 atoms, in Å:
C: -1.214 0.006 -0.113
C: 1.039 -0.707 -0.396
C: -1.081 0.037 1.477
C: -1.804 1.191 -0.886
C: -1.902 1.044 2.280
C: 2.748 -0.859 -2.166
C: 2.426 -1.105 -0.625
N: 0.019 -0.250 -0.683
N: -0.151 -0.696 1.875
H: -1.942 -0.893 -0.305
H: -1.314 2.188 -0.597
H: -2.805 1.245 -0.391
H: -1.551 1.044 -1.961
H: -1.988 0.776 3.317
H: -2.885 1.258 1.801
H: -1.195 2.011 2.145
H: 1.870 -1.365 -2.601
H: 3.700 -1.328 -2.306
H: 2.632 0.171 -2.255
H: 3.298 -0.649 -0.054
H: 2.294 -2.176 -0.481
H: -0.193 -0.942 2.924

Results of the Mulliken charge analysis, in e, for atoms 1 through 4: 0.164 0.433 0.444 -1.178


Top of the stability list: run x, leading by 0.0952 hartree.


Run w
A cluster of 2 separate species, C3H6N2OS in total, computed with ωB97M-V with the def2-TZVPD basis set.

Summary:
frontier orbital gap (alpha / beta): 8.26 / 8.26 eV
HOMO energy (alpha / beta): -10.8384 / -10.8393 eV
molar mass: 118.16 g/mol

Positions of all 13 atoms, in Å:
C: -2.249 0.516 0.884
C: -0.105 0.257 -1.515
C: 1.227 0.041 1.137
N: -2.800 1.537 0.820
N: -1.184 -1.445 0.490
O: 0.906 -2.088 -0.467
S: 0.144 -0.935 -0.037
H: -0.170 1.274 -1.202
H: 0.773 0.076 -2.065
H: -1.083 0.124 -2.027
H: 0.812 0.948 1.524
H: 1.536 -0.659 1.926
H: 2.193 0.354 0.534

Results of the Mulliken charge analysis, in e, for atoms 1 through 4: 0.105 -1.070 -0.922 -0.372


Run x
A structure of composition C3H6N2OS, computed with ωB97M-V with the def2-TZVPD basis set.

Summary:
frontier orbital gap: 9.27 eV
HOMO energy: -8.6474 eV
molar mass: 118.16 g/mol

Positions of all 13 atoms, in Å:
C: -1.718 0.360 -1.036
C: 0.315 -0.548 -1.239
C: 0.987 -0.474 1.485
N: -0.826 -0.250 -1.575
N: -2.357 0.961 -0.127
O: 1.721 1.324 -0.205
S: 0.467 0.621 -0.015
H: 1.159 -0.283 -1.982
H: 0.475 -1.453 -0.742
H: 1.075 0.309 2.185
H: 0.071 -0.870 1.869
H: 1.868 -0.954 1.233
H: -3.236 1.258 0.148

Results of the Mulliken charge analysis, in e, for atoms 1 through 4: 0.605 -0.400 -1.175 -0.331


Run y
The molecule C3H6N2OS, computed with ωB97M-V with the def2-TZVPD basis set.

Summary:
frontier orbital gap: 8.31 eV
HOMO energy: -8.2960 eV
molar mass: 118.16 g/mol
SMILES: OC/C=N\NC=S

Positions of all 13 atoms, in Å:
C: -0.973 -0.260 1.165
C: -1.417 -0.261 -0.268
C: 1.524 -0.002 -0.866
H: -1.562 -2.150 1.852
H: -1.192 0.768 1.774
H: 0.111 -0.411 1.397
H: -2.512 -0.155 -0.466
H: 0.687 -1.599 -1.889
H: 2.586 -0.305 -1.084
N: -0.723 -0.260 -1.375
N: 0.580 -0.770 -1.222
O: -1.777 -1.094 2.008
S: 1.393 1.434 0.022

Results of the Mulliken charge analysis, in e, for atoms 1 through 4: -0.383 0.215 -0.149 0.315


Run z
The molecule C3H6N2OS, computed with ωB97M-V with the def2-TZVPD basis set.

Summary:
frontier orbital gap: 9.62 eV
HOMO energy: -8.9632 eV
molar mass: 118.16 g/mol
SMILES: C1CN2NO[C@@H]2S1

Positions of all 13 atoms, in Å:
C: 0.969 0.341 -0.316
C: 1.043 -1.039 0.371
C: -1.295 -0.379 -0.534
N: -1.069 1.593 0.308
N: -0.365 0.679 -0.726
O: -2.134 0.591 0.422
S: -0.593 -1.856 0.139
H: 1.315 1.195 0.269
H: 1.465 0.368 -1.210
H: 1.911 -1.609 0.002
H: 1.195 -0.911 1.387
H: -2.024 -0.482 -1.296
H: -0.419 1.508 1.185

Results of the Mulliken charge analysis, in e, for atoms 1 through 4: -0.802 -0.392 -0.018 -0.263


Top of the stability list: run y, leading by 0.0469 hartree.


Run w
The molecule C3H6N2OS, computed with ωB97M-V with the def2-TZVPD basis set.

Summary:
frontier orbital gap: 8.59 eV
HOMO energy: -9.0985 eV
molar mass: 118.16 g/mol
SMILES: [H]/N=C\NOCC=S

Positions of all 13 atoms, in Å:
C: 2.201 0.310 -0.174
C: -1.038 -0.384 -0.277
C: -2.242 0.090 0.548
H: 1.063 1.661 0.425
H: 3.171 0.004 -0.629
H: 1.444 -1.663 -0.033
H: -1.324 -1.347 -0.742
H: -0.867 0.357 -1.056
H: -2.130 0.054 1.629
N: 1.998 1.551 0.067
N: 1.236 -0.678 -0.167
O: 0.095 -0.431 0.588
S: -3.608 0.477 -0.179

Results of the Mulliken charge analysis, in e, for atoms 1 through 4: 0.016 -0.203 -0.229 0.289


Run x
The molecule C3H6N2OS, computed with ωB97M-V with the def2-TZVPD basis set.

Summary:
frontier orbital gap: 9.63 eV
HOMO energy: -9.4356 eV
molar mass: 118.16 g/mol
SMILES: C/C(=N/N)C(=O)S

Positions of all 13 atoms, in Å:
C: 1.032 1.420 0.676
C: 0.240 0.204 0.245
C: -1.005 0.620 -0.572
H: 2.105 0.936 0.895
H: 1.029 2.397 -0.099
H: 0.500 1.849 1.631
H: -0.757 -2.219 -0.382
H: 0.228 -2.901 0.971
H: -0.164 -0.568 -2.566
N: 0.396 -0.868 0.905
N: -0.365 -2.140 0.657
O: -1.794 1.502 -0.246
S: -1.444 -0.233 -2.116

Results of the Mulliken charge analysis, in e, for atoms 1 through 4: -0.930 0.505 0.437 0.304


Top of the stability list: run x, leading by 0.0114 hartree.